No. 1
Density functional theory data (wB97M-V/def2-TZVPD) for C6H11N as an isolated structure.

The geometry in XYZ format:
```
18
Properties=species:S:1:pos:R:3:forces:R:3:mulliken_charge:R:1
C 0.199500 0.510011 1.798717 -2.5 -0.1 0.9 -0.13
N 0.030016 1.018407 2.826336 0.5 -0.5 -0.9 -0.54
H 2.278782 -0.438057 1.180793 -0.1 0.3 -0.1 0.45
H 2.058768 1.208022 0.393471 0.2 -0.6 -0.3 0.37
C 1.755719 0.148690 0.419091 1.9 -1.6 -3.5 -1.25
H 1.976666 -0.718338 -0.771541 0.7 3.0 2.6 0.22
H 0.567549 -2.178075 0.861482 -0.2 0.2 0.1 0.39
H 1.076777 -1.458236 -0.831172 -3.6 -1.3 1.7 0.06
H -0.978113 -1.832005 -0.023194 0.9 0.1 -0.3 0.35
H -0.352952 1.876604 -0.263283 0.0 -0.1 -0.1 0.42
C 0.272261 -0.055647 0.415298 0.5 0.8 1.0 1.10
C -0.431241 0.845945 -0.623240 0.1 0.1 0.1 -0.46
H 0.162872 0.782221 -1.545692 -0.1 0.0 0.2 0.25
C -1.889245 0.509473 -0.931457 0.0 0.0 0.0 -1.29
C 0.065858 -1.509443 0.159880 1.5 -0.4 -1.7 -1.00
H -2.505719 0.495281 -0.026409 0.1 0.0 -0.1 0.34
H -1.978805 -0.462883 -1.426634 0.0 0.2 0.1 0.35
H -2.308694 1.258031 -1.612444 0.1 -0.1 0.1 0.38
```
Positions in Å, forces in eV/Å.

E_LUMO: 0.73 eV
Kohn-Sham gap: 10.7334 eV
Charge: 0
Energy relative to the best compared isomer or geometry (same formula, charge and spin): 3.759 eV
M: 97.16 g/mol
E_HOMO: -10.0 eV
F_max: 0.083 Eh/bohr

***

No. 2
Density functional theory data (wB97M-V/def2-TZVPD) for one molecule with the formula C6H11N.

The geometry in XYZ format:
```
18
Properties=species:S:1:pos:R:3:forces:R:3:mulliken_charge:R:1
N 0.107693 2.592707 -0.515045 0.0 -1.0 0.2 -0.51
H 1.215627 -0.783702 -1.311259 0.0 0.0 0.1 0.32
C -1.302610 -0.580151 -0.252601 0.0 0.0 0.0 -0.65
H 1.196406 -1.698343 0.188136 0.0 0.1 0.0 0.35
C 0.059366 1.483599 -0.189643 0.0 0.9 -0.2 0.09
C 2.563526 -0.017242 0.193370 0.0 0.0 0.0 -1.23
H -1.334075 -1.599279 0.149773 0.0 0.1 0.0 0.36
H 2.600793 0.151968 1.275948 0.0 0.0 -0.1 0.30
H -2.614306 0.346846 1.220315 0.0 0.0 -0.1 0.30
H 2.680731 0.953399 -0.300183 0.0 -0.1 0.1 0.34
H -1.248333 -0.678317 -1.343254 0.0 0.0 0.1 0.32
H -3.460557 -0.372056 -0.159850 0.1 0.1 0.0 0.38
H -0.014980 0.103178 1.343041 0.0 0.0 -0.2 0.24
C 1.253688 -0.682752 -0.220185 0.0 0.0 0.0 -0.65
C -0.002073 0.076545 0.242742 0.0 0.0 0.1 0.57
H 3.419064 -0.643199 -0.079260 -0.1 0.1 0.0 0.38
H -2.595183 1.163556 -0.350593 0.0 -0.1 0.1 0.34
C -2.565346 0.183460 0.137286 0.0 0.0 0.0 -1.23
```
Positions in Å, forces in eV/Å.

E_LUMO: 0.94 eV
Kohn-Sham gap: 12.3384 eV
Charge: 0
Energy relative to the best compared isomer or geometry (same formula, charge and spin): 0.025 eV
SMILES: CCC(C#N)CC
M: 97.16 g/mol
E_HOMO: -11.4 eV
F_max: 0.020 Eh/bohr

***

No. 3
Density functional theory data (wB97M-V/def2-TZVPD) for one molecule with the formula C6H11N.

The geometry in XYZ format:
```
18
Properties=species:S:1:pos:R:3:forces:R:3:mulliken_charge:R:1
H -1.626651 2.059785 0.887508 0.0 -0.1 -0.1 0.39
H -2.199123 0.748837 -0.159837 0.2 0.1 0.0 0.33
N -0.726790 -1.669066 0.427344 1.4 3.8 2.2 -0.09
C -1.362279 1.433673 0.028124 0.0 0.1 0.0 -1.57
H -1.259796 2.082923 -0.847405 0.0 -0.1 0.1 0.40
H 0.763702 1.349323 0.429574 0.0 0.1 0.1 0.32
C 1.788220 -0.548668 -1.045060 0.1 0.0 0.0 -1.43
H 1.998581 -1.210588 -1.890599 -0.1 0.1 0.1 0.39
H -0.004563 0.298868 -1.876973 0.0 -0.2 0.1 0.36
H 2.373427 0.368475 -1.171009 -0.1 -0.1 0.0 0.36
C -0.210652 -0.271162 1.442238 0.0 -0.7 -1.1 -1.01
H 0.718607 -0.550981 1.959728 -0.3 -0.1 -0.4 0.32
C 0.291139 -0.222673 -0.956596 0.0 0.1 0.0 0.42
H 2.129278 -1.050840 -0.132045 0.0 0.1 -0.1 0.30
C -0.475168 -1.541731 -0.818398 -0.3 -0.2 0.7 -0.64
H -0.947689 0.060295 2.209041 0.1 -0.6 -0.7 0.42
H -1.182063 -1.994533 1.234387 -1.2 -2.5 -0.5 0.26
C -0.068179 0.658064 0.279977 0.2 0.3 -0.4 0.46
```
Positions in Å, forces in eV/Å.

E_LUMO: 0.99 eV
Kohn-Sham gap: 8.8919 eV
Charge: 0
Energy relative to the best compared isomer or geometry (same formula, charge and spin): 3.252 eV
M: 97.16 g/mol
E_HOMO: -7.9 eV
F_max: 0.089 Eh/bohr

***

No. 4
Density functional theory data (wB97M-V/def2-TZVPD) for a 2-piece molecular cluster, C6H11N overall.

The geometry in XYZ format:
```
18
Properties=species:S:1:pos:R:3:forces:R:3:mulliken_charge:R:1
H 2.324361 -1.304806 0.540390 0.1 0.0 -0.1 0.22
H -0.132685 2.078414 -0.273703 0.0 0.0 0.2 0.33
C -0.845093 1.266141 -0.358984 0.3 -0.8 -1.0 -1.17
H -0.020698 -0.530971 2.286828 -0.1 0.0 0.0 0.40
H 0.288989 1.297111 2.269048 0.0 0.0 0.0 0.30
H 1.511114 1.085115 -2.050716 -0.1 -0.1 0.0 0.35
H -1.130276 -1.694837 -1.656382 -0.1 0.0 0.0 0.32
C -0.391510 0.469489 2.143924 -0.1 0.1 1.0 -1.01
C 1.028258 -0.291021 -0.470262 -0.8 -0.6 0.6 0.81
H -1.450404 0.665819 2.123603 0.0 0.0 0.1 0.33
H -2.403838 -0.835257 -0.764213 0.1 0.0 0.0 0.37
H -1.898282 1.519454 -0.328240 0.0 0.0 0.0 0.34
H 2.931835 0.105103 -1.376602 0.0 0.1 0.1 0.30
H -1.215497 -1.859714 0.085630 0.0 0.0 0.0 0.32
C -0.426981 0.004446 -0.574804 -0.7 1.2 0.1 0.72
C 1.879840 0.360903 -1.338547 0.8 -0.1 -0.2 -1.08
N 1.312281 -1.180546 0.477475 0.6 0.3 -0.9 -0.55
C -1.361415 -1.154844 -0.734446 0.1 -0.1 0.0 -1.29
```
Positions in Å, forces in eV/Å.

E_LUMO (spin up / spin down): -1.10 / 0.92 eV
Kohn-Sham gap (spin up / spin down): 6.2039 / 10.0173 eV
Charge: 0
Energy relative to the best compared isomer or geometry (same formula, charge and spin): 4.910 eV
M: 97.16 g/mol
E_HOMO (spin up / spin down): -7.3 / -9.1 eV
F_max: 0.028 Eh/bohr

***

No. 5
Density functional theory data (wB97M-V/def2-TZVPD) for one molecule with the formula C6H11N.

The geometry in XYZ format:
```
18
Properties=species:S:1:pos:R:3:forces:R:3:mulliken_charge:R:1
H 2.363371 -0.937389 1.662614 -0.1 0.0 0.0 0.32
C 1.354482 -0.934940 2.091127 0.1 0.0 0.0 -1.32
H 1.223736 0.029754 -0.683693 -0.1 0.0 0.1 0.30
C 0.283556 -0.957976 1.004183 -0.1 0.0 0.0 -0.34
H -0.004588 1.274776 -2.584836 -0.1 0.0 0.1 0.35
C -0.888400 0.502443 -0.753035 0.0 0.0 0.0 0.70
H -1.649544 0.826237 -0.030224 0.1 -0.1 -0.1 0.21
N -1.817989 -1.691976 -1.866497 0.4 0.9 0.4 -0.48
C -0.706744 1.598302 -1.809917 0.0 0.1 0.0 -1.52
H -0.708920 -0.935925 1.474813 0.1 0.0 0.0 0.32
H 0.331869 -1.900716 0.445712 0.0 0.1 0.1 0.34
H 1.268349 -1.806524 2.748052 0.0 0.1 -0.1 0.37
C -1.411515 -0.725373 -1.377482 -0.3 -0.8 -0.4 0.15
C 0.405993 0.213341 0.026054 0.0 0.0 0.0 -0.86
H 1.258105 -0.036955 2.712807 0.0 -0.1 -0.1 0.33
H -1.657247 1.847627 -2.290330 0.1 0.0 0.1 0.39
H -0.308790 2.502920 -1.338856 -0.1 -0.1 -0.1 0.38
H 0.664276 1.132375 0.569508 -0.1 -0.1 -0.1 0.37
```
Positions in Å, forces in eV/Å.

E_LUMO: 0.92 eV
Kohn-Sham gap: 12.2737 eV
Charge: 0
Energy relative to the best compared isomer or geometry (same formula, charge and spin): 0.070 eV
SMILES: CCC[C@@H](C)C#N
M: 97.16 g/mol
E_HOMO: -11.4 eV
F_max: 0.021 Eh/bohr

***

No. 6
Density functional theory data (wB97M-V/def2-TZVPD) for C6H11N as an isolated structure.

The geometry in XYZ format:
```
18
Properties=species:S:1:pos:R:3:forces:R:3:mulliken_charge:R:1
N 2.896403 0.383238 -1.722292 -0.1 0.4 0.7 -0.52
H -1.368028 -0.100664 2.902375 -0.1 -0.1 -0.1 0.29
H -0.685114 -1.292856 -1.652069 0.0 0.1 -0.1 0.40
C 2.309048 0.689637 -0.638818 -1.7 -2.1 -1.9 -0.17
C 0.153885 0.655634 0.549475 -7.5 -2.3 1.8 -0.30
H -2.107825 -0.340098 -0.067856 0.7 0.0 -0.3 0.32
H 0.960483 -0.973395 -2.254753 -0.2 0.2 0.1 0.36
C 0.454959 0.123477 -0.559800 7.4 2.2 -1.3 0.39
H -1.313714 -1.605369 1.972731 0.0 0.1 0.0 0.28
C 0.062761 -0.513632 -1.817078 -0.1 -0.5 0.0 -1.27
H 3.887098 0.658947 -1.748401 -0.3 -0.1 0.1 0.23
C -1.629239 0.165491 0.771260 2.5 1.9 0.7 -0.48
H 2.860510 1.135728 0.212698 -0.8 0.0 0.0 0.27
H 0.572578 1.071595 1.446345 0.5 0.2 -0.3 0.36
H -0.318599 0.217095 -2.534732 0.0 0.0 0.1 0.24
H -2.859723 -0.806960 2.264996 0.1 0.0 0.0 0.33
C -1.799367 -0.626983 2.045505 -0.1 -0.1 0.2 -1.03
H -2.076116 1.159115 0.830414 -0.3 -0.1 0.2 0.31
```
Positions in Å, forces in eV/Å.

E_LUMO: 1.08 eV
Kohn-Sham gap: 9.3168 eV
Charge: 0
Energy relative to the best compared isomer or geometry (same formula, charge and spin): 4.349 eV
M: 97.16 g/mol
E_HOMO: -8.2 eV
F_max: 0.157 Eh/bohr

***

No. 7
Density functional theory data (wB97M-V/def2-TZVPD) for one molecule with the formula C6H11N.

The geometry in XYZ format:
```
18
Properties=species:S:1:pos:R:3:forces:R:3:mulliken_charge:R:1
H -0.259599 1.716380 -1.796069 0.1 0.0 0.4 0.27
C -1.110833 -0.189398 -1.422502 0.6 -0.5 0.3 -0.57
H 0.628447 2.074673 0.750305 -0.2 0.5 0.0 0.28
H 1.255789 -1.957191 -0.377076 0.1 -0.4 -0.1 0.21
H 0.781467 -1.524225 2.084780 0.0 -0.1 -0.1 0.37
H -0.412411 1.638570 2.097653 -0.3 0.2 0.0 0.46
C -0.250163 -0.665630 -0.308020 -0.6 0.7 -0.1 0.61
H 2.057671 -0.652404 1.222723 0.0 -0.1 0.3 0.33
H -1.117822 1.781426 0.421988 -0.1 0.4 0.2 0.40
C -0.974669 0.955403 -2.074023 0.6 0.0 -0.6 -0.78
H -1.342897 1.099851 -3.077675 -0.8 0.0 0.1 0.28
C 0.101576 0.054999 0.757758 0.3 0.3 1.0 0.84
H 0.001163 -2.393404 -1.383202 0.1 0.1 -0.1 0.26
C -0.262530 1.506695 1.029188 0.5 -1.2 -0.6 -1.58
C 1.092976 -0.536357 1.740976 0.2 -0.3 -0.5 -1.55
H 1.294090 0.056811 2.630642 -0.2 0.3 -0.1 0.38
N 0.253648 -1.978540 -0.501387 0.0 0.3 0.4 -0.55
H -1.735900 -0.987659 -1.796057 -0.4 0.1 -0.4 0.35
```
Positions in Å, forces in eV/Å.

E_LUMO: 1.03 eV
Kohn-Sham gap: 8.8515 eV
Charge: 0
Energy relative to the best compared isomer or geometry (same formula, charge and spin): 1.302 eV
SMILES: C=CC(N)=C(C)C
M: 97.16 g/mol
E_HOMO: -7.8 eV
F_max: 0.028 Eh/bohr

***

No. 8
Density functional theory data (wB97M-V/def2-TZVPD) for one molecule with the formula C6H11N.

The geometry in XYZ format:
```
18
Properties=species:S:1:pos:R:3:forces:R:3:mulliken_charge:R:1
H 2.248760 1.212507 -0.295519 0.1 0.0 0.7 0.34
H -0.067145 -3.023164 -0.045242 -0.3 0.1 0.0 0.29
H -2.617127 0.424079 -0.411769 0.7 -0.3 1.4 0.30
H 0.674134 -2.926480 -1.719661 0.2 -0.3 -0.2 0.26
C 1.826641 0.637678 0.572894 -0.3 -1.2 -4.9 -1.70
N -0.600763 2.243111 0.661432 -0.7 -1.9 -1.2 -0.64
C 0.525334 -1.089567 -0.787922 1.9 -0.9 -0.8 -0.62
H -1.543465 2.463240 0.269254 1.1 0.7 0.5 0.31
C 0.488125 0.089603 0.072363 -1.3 1.8 2.1 0.62
H -2.439217 -0.080713 1.420008 1.1 0.6 -2.0 0.26
C -0.630670 0.789560 0.412269 1.7 -0.9 -0.7 0.70
C -1.880112 0.020945 0.383602 -3.6 0.5 0.2 -1.13
H -1.746879 -1.005598 0.062600 0.4 0.0 0.1 0.26
H 1.186185 -0.910056 -1.636990 -0.2 1.0 -0.4 0.21
C 0.358747 -2.412175 -0.834688 -0.9 0.2 1.3 -0.68
H 2.361408 -0.313471 0.477293 1.0 0.6 1.5 0.47
H 1.725778 1.280197 1.397455 0.3 0.1 1.4 0.45
H 0.130268 2.600302 0.002623 -1.0 -0.1 0.8 0.29
```
Positions in Å, forces in eV/Å.

E_LUMO: 1.00 eV
Kohn-Sham gap: 8.7300 eV
Charge: 0
Energy relative to the best compared isomer or geometry (same formula, charge and spin): 2.852 eV
SMILES: C=C/C(C)=C(\C)N
M: 97.16 g/mol
E_HOMO: -7.7 eV
F_max: 0.098 Eh/bohr